C3H10N2S | wB97M-V/def2-TZVPD

Last column: Mulliken charge in e.
Geometry (Å):
1 N -0.761 -1.045 -0.804  -0.46
2 C -0.055 0.146 -0.375  0.41
3 C 1.428 -0.115 -0.270  -0.86
4 S 2.100 -0.463 -1.942  -0.23
5 C -0.537 0.534 1.039  -0.62
6 N -1.963 0.436 1.317  -0.62
7 H -0.403 -1.537 -1.602  0.15
8 H 3.367 -0.573 -1.558  0.12
9 H -1.665 -1.235 -0.425  0.15
10 H -0.222 0.981 -1.024  0.11
11 H 2.008 0.709 0.147  0.36
12 H 1.662 -1.000 0.323  0.39
13 H -0.153 1.544 1.238  0.33
14 H 0.019 -0.047 1.786  0.29
15 H -2.328 1.302 1.698  0.25
16 H -2.497 0.365 0.453  0.22

Summary:
Relative energy (zero: lowest compared OMol25 entry of this formula, charge and spin), kcal per mole: 11.68
Charge: 0
HOMO-LUMO gap, Eh: 0.3614
E_LUMO, eV: 0.947
M, g mol⁻¹: 106.2
Structure (SMILES): NC[C@H](N)CS

C6H6 | wB97M-V/def2-TZVPD

Last column: Mulliken charge in e.
Geometry (Å):
1 C -3.273 2.794 1.042  -0.20
2 C -2.844 1.988 0.298  -0.21
3 C 0.901 -0.022 0.926  -0.18
4 C -0.128 0.038 0.168  -0.37
5 C 1.150 -0.307 -0.620  -0.12
6 C 1.215 -1.762 -1.062  -1.09
7 H -3.705 3.365 1.802  0.38
8 H 1.356 0.142 1.856  0.39
9 H 1.663 0.317 -1.209  0.43
10 H 2.085 -2.222 -0.640  0.28
11 H 1.239 -2.082 -2.035  0.40
12 H 0.341 -2.248 -0.524  0.28

Summary:
Relative energy (zero: lowest compared OMol25 entry of this formula, charge and spin), kcal per mole: 256.20
Charge: 0
HOMO-LUMO gap (spin up / spin down), Eh: 0.3171 / 0.2456
E_LUMO (spin up / spin down), eV: -1.359 / -2.420
M, g mol⁻¹: 78.1

CHLiOPd | wB97M-V/def2-TZVPD

Last column: Mulliken charge in e.
Geometry (Å):
1 H -0.167 -0.912 0.504  -0.11
2 O 0.983 1.298 -0.032  -0.20
3 C 1.040 0.587 0.858  0.09
4 Pd -0.756 -1.089 -1.062  -0.37
5 Li -1.099 0.115 -0.268  0.60

Summary:
Relative energy (zero: lowest compared OMol25 entry of this formula, charge and spin), kcal per mole: 67.95
Charge: 0
HOMO-LUMO gap (spin up / spin down), Eh: 0.2126 / 0.3305
E_LUMO (spin up / spin down), eV: -0.164 / -1.546
M, g mol⁻¹: 142.4
Multiplicity: 3

C12H10Cl2N2O6PtSe4 | wB97M-V/def2-TZVPD

Last column: Mulliken charge in e.
Geometry (Å):
1 Pt -0.368 -0.993 0.331  0.80
2 Cl 0.502 0.120 2.940  -0.06
3 C 1.032 1.802 2.814  -0.26
4 Cl 0.560 2.484 1.251  -0.08
5 H 2.120 1.838 2.905  0.19
6 H 0.540 2.372 3.600  0.41
7 Se -2.420 -2.108 1.004  0.06
8 Se -2.714 -3.839 -0.327  -0.04
9 Se 1.002 -4.688 0.026  0.01
10 Se 1.066 -2.854 1.188  0.00
11 O 1.862 -1.777 -1.314  -0.63
12 C 2.176 -0.713 -0.788  0.42
13 O 1.386 -0.025 -0.063  -0.47
14 C 3.597 -0.236 -0.763  0.31
15 C 4.594 -0.932 -1.440  -0.59
16 C 5.928 -0.659 -1.176  -0.54
17 C 6.276 0.277 -0.217  -0.51
18 C 5.272 0.996 0.423  -0.06
19 C 3.936 0.764 0.136  0.05
20 N 5.594 1.933 1.472  1.00
21 O 4.670 2.365 2.132  -0.60
22 O 6.758 2.208 1.653  -0.62
23 H 4.306 -1.705 -2.137  0.49
24 H 6.701 -1.213 -1.685  0.39
25 H 7.304 0.436 0.070  0.48
26 H 3.173 1.334 0.640  0.34
27 O -0.381 1.227 -2.102  -0.62
28 C -1.175 1.464 -1.230  0.23
29 C -2.030 2.716 -1.069  -0.33
30 C -2.745 2.525 0.265  -0.62
31 C -2.397 1.104 0.660  0.79
32 O -2.840 0.480 1.608  -0.67
33 N -1.480 0.608 -0.201  -0.40
34 H -2.717 2.784 -1.913  0.36
35 H -1.387 3.595 -1.092  0.23
36 H -3.823 2.670 0.225  0.37
37 H -2.343 3.181 1.040  0.21

Summary:
Relative energy (zero: lowest compared OMol25 entry of this formula, charge and spin), kcal per mole: 16.38
Charge: 0
HOMO-LUMO gap (spin up / spin down), Eh: 0.3088 / 0.2128
E_LUMO (spin up / spin down), eV: -0.493 / -3.431
M, g mol⁻¹: 860.0
Multiplicity: 5

C28H54F3O26Rb | wB97M-V/def2-TZVPD

Last column: Mulliken charge in e.
Geometry (Å):
1 Rb -0.311 -2.881 2.034  1.09
2 C -1.199 -0.469 0.345  1.22
3 O -0.088 -0.807 1.090  -0.34
4 O -2.095 -1.543 0.240  -1.08
5 C -1.864 0.793 1.055  -0.98
6 F -3.036 1.085 0.420  1.28
7 F -2.018 0.480 2.406  -0.49
8 F -1.174 1.957 1.070  1.96
9 C 1.219 -0.828 0.390  0.87
10 C 2.339 -1.303 1.336  -2.24
11 H 3.131 -1.737 0.726  0.34
12 H 2.740 -0.499 1.953  0.65
13 H 2.079 -2.208 1.884  0.09
14 H 1.427 0.195 0.075  0.31
15 H 1.266 -1.434 -0.516  0.36
16 H -0.876 -0.275 -0.678  -1.62
17 C -0.693 4.321 -0.668  -0.79
18 O -0.822 2.938 -1.083  0.27
19 C -0.023 2.419 -2.002  0.63
20 O 0.966 2.976 -2.528  -0.76
21 O -0.345 1.121 -2.129  -0.07
22 C 0.524 0.251 -2.810  0.46
23 H 0.164 4.730 -1.205  0.50
24 H -0.479 4.311 0.401  -0.12
25 H -1.608 4.865 -0.904  0.35
26 H 0.327 -0.771 -2.486  0.04
27 H 1.572 0.536 -2.720  -1.01
28 H 0.293 0.310 -3.873  0.58
29 C 2.294 -3.024 -1.719  0.21
30 O 2.665 -1.755 -1.259  0.18
31 C 2.872 -0.744 -2.163  0.32
32 O 2.632 -0.787 -3.386  -0.72
33 O 3.345 0.298 -1.438  -0.21
34 C 3.723 1.490 -2.155  -0.72
35 H 3.104 -3.525 -2.248  0.39
36 H 1.447 -2.927 -2.398  0.20
37 H 2.088 -3.557 -0.791  -0.24
38 H 4.614 1.470 -2.782  0.34
39 H 3.934 2.238 -1.391  0.27
40 H 2.816 1.823 -2.660  0.30
41 C -4.836 -0.811 -3.787  -0.70
42 O -4.481 0.480 -3.453  -0.41
43 C -3.862 0.706 -2.257  0.48
44 O -3.734 -0.116 -1.290  -0.35
45 O -3.431 1.887 -2.260  -0.48
46 C -2.757 2.384 -1.091  -0.17
47 H -5.891 -1.079 -3.730  0.27
48 H -4.253 -1.647 -3.402  0.28
49 H -4.639 -0.827 -4.859  0.33
50 H -2.299 3.331 -1.378  0.47
51 H -1.913 1.772 -0.774  -0.76
52 H -3.339 2.457 -0.172  1.10
53 C 2.616 -4.207 1.147  0.63
54 O 3.846 -4.070 1.799  -0.33
55 C 4.948 -4.257 1.097  0.95
56 O 5.003 -4.697 -0.046  -0.61
57 O 5.974 -3.813 1.723  -0.33
58 C 7.239 -4.324 1.268  -0.73
59 H 2.519 -3.511 0.313  -1.30
60 H 1.830 -4.016 1.877  0.13
61 H 2.515 -5.204 0.718  0.51
62 H 7.614 -3.554 0.594  0.30
63 H 7.292 -5.318 0.823  0.32
64 H 7.980 -4.478 2.053  0.29
65 C -3.000 2.829 2.116  -1.00
66 O -4.014 2.642 1.204  -0.47
67 C -4.450 1.404 1.120  0.55
68 O -4.334 0.378 1.796  -0.77
69 O -5.355 1.565 0.194  -0.25
70 C -6.360 0.610 -0.066  -0.78
71 H -2.764 2.085 2.877  0.46
72 H -3.278 3.768 2.596  0.28
73 H -2.078 2.922 1.542  0.03
74 H -7.250 0.869 0.507  0.30
75 H -6.093 -0.416 0.187  0.34
76 H -6.590 0.607 -1.131  0.26
77 C 1.557 -1.472 -4.869  -0.17
78 O 0.394 -2.129 -5.275  -0.41
79 C -0.471 -2.779 -4.419  0.63
80 O -1.502 -3.262 -4.752  -0.56
81 O -0.069 -2.733 -3.129  -0.54
82 C -1.030 -2.773 -2.044  -0.26
83 H 1.209 -0.651 -4.241  -0.02
84 H 2.210 -1.102 -5.659  0.35
85 H 2.150 -2.135 -4.240  0.29
86 H -0.506 -2.429 -1.152  -0.10
87 H -1.423 -3.782 -1.915  0.58
88 H -1.836 -2.093 -2.319  -0.13
89 C 2.042 1.474 1.381  -0.13
90 O 2.181 2.893 1.207  -0.36
91 C 1.674 3.838 2.035  0.68
92 O 1.462 3.517 3.208  -0.64
93 O 1.436 4.997 1.400  -0.24
94 C 1.102 6.131 2.189  -0.76
95 H 1.816 1.046 2.357  0.49
96 H 2.993 1.082 1.022  0.37
97 H 1.141 1.173 0.846  -0.14
98 H 1.780 6.378 3.006  0.33
99 H 0.121 5.887 2.596  0.32
100 H 0.962 7.052 1.623  0.27
101 C -2.356 -2.080 5.839  -0.86
102 O -2.141 -0.798 5.377  -0.36
103 C -1.094 -0.422 4.578  0.75
104 O -0.287 -1.140 4.023  -0.68
105 O -1.304 0.830 4.220  -0.32
106 C -0.249 1.537 3.554  -0.79
107 H -1.464 -2.661 6.075  0.34
108 H -3.234 -2.457 5.314  0.34
109 H -2.875 -1.788 6.752  0.33
110 H 0.711 1.484 4.067  1.01
111 H -0.366 2.602 3.349  0.29
112 H -0.053 0.881 2.707  -0.51

Summary:
Relative energy (zero: lowest compared OMol25 entry of this formula, charge and spin), kcal per mole: 558.15
Charge: 0
HOMO-LUMO gap, Eh: 0.2161
E_LUMO, eV: -1.493
M, g mol⁻¹: 949.2

C21H17FN | wB97M-V/def2-TZVPD

Last column: Mulliken charge in e.
Geometry (Å):
1 F 5.677 0.782 2.125  -0.31
2 C 4.336 0.543 1.953  0.39
3 C 3.906 -0.781 1.895  -0.69
4 C 2.570 -1.013 1.570  -0.21
5 C 1.714 0.046 1.254  -0.16
6 C 0.366 -0.295 0.603  0.49
7 C -0.873 0.213 1.343  -0.12
8 C -1.971 -0.651 1.456  -0.33
9 C -3.234 -0.143 1.758  -0.56
10 C -3.401 1.235 1.954  -0.54
11 C -2.279 2.068 2.002  -0.72
12 C -1.000 1.538 1.771  -0.14
13 C 2.175 1.361 1.329  -0.07
14 C 3.484 1.625 1.755  -1.02
15 H 4.587 -1.607 2.072  0.44
16 H 2.193 -2.038 1.507  0.38
17 H 0.280 -1.391 0.599  0.73
18 H -1.833 -1.719 1.263  0.36
19 H -4.088 -0.821 1.809  0.39
20 H -4.405 1.650 2.069  0.40
21 H -2.385 3.138 2.201  0.41
22 H -0.127 2.174 1.903  0.31
23 H 1.540 2.196 1.018  0.26
24 H 3.832 2.648 1.869  0.44
25 C 0.400 0.211 -0.813  0.57
26 C 1.585 -0.388 -1.524  -0.67
27 N 1.179 -1.142 -2.532  0.16
28 C -0.218 -1.102 -2.679  -0.36
29 C -0.743 -0.265 -1.705  0.41
30 C -2.104 0.011 -1.734  -0.06
31 C -2.895 -0.578 -2.736  -0.83
32 C -2.324 -1.395 -3.727  -0.54
33 C -0.952 -1.671 -3.705  -0.84
34 H 0.486 1.312 -0.811  0.55
35 H 2.632 -0.322 -1.233  0.47
36 H 1.789 -1.634 -3.176  0.30
37 H -2.537 0.673 -0.984  0.47
38 H -3.969 -0.386 -2.747  0.42
39 H -2.952 -1.806 -4.517  0.40
40 H -0.440 -2.277 -4.452  0.42

Summary:
Relative energy (zero: lowest compared OMol25 entry of this formula, charge and spin), kcal per mole: 0.00
Charge: +1
HOMO-LUMO gap, Eh: 0.2721
E_LUMO, eV: -4.588
M, g mol⁻¹: 302.4
Structure (SMILES): Fc1ccc([C@@H](c2ccccc2)[C@H]2C=[NH+]c3ccccc32)cc1

Q: Number 6 is which compound?
A: C21H17FN